Entry 1
A 2-piece molecular cluster, C5H14NO2 overall, computed with the ωB97M-V functional and the def2-TZVPD basis.

Each line ends with the Mulliken charge.
Atoms and positions in Å:
O 2.573 -1.197 0.820  -0.4268
O 1.295 3.405 -0.048  -0.6054
N 0.276 -2.540 1.222  -0.2603
C 1.568 -0.582 0.599  -0.0619
C -1.114 -0.663 0.346  -0.9648
C -1.009 0.767 -0.259  -0.4087
C 0.294 -1.349 0.300  0.1603
C -0.999 0.749 -1.777  -1.2487
H 1.634 0.482 0.324  0.3419
H 1.698 3.943 -0.729  0.3051
H 0.988 -3.257 1.036  0.3501
H -1.490 1.655 -2.141  0.3703
H 0.538 -2.241 2.163  0.3718
H -0.191 1.280 0.224  0.2822
H -1.755 -1.303 -0.268  0.4496
H -1.950 1.215 0.089  0.3061
H 1.160 4.030 0.697  0.3094
H -0.671 -2.910 1.196  0.3588
H -0.004 0.680 -2.213  0.3123
H -1.641 -0.035 -2.183  0.3687
H 0.294 -1.578 -0.769  0.2230
H -1.495 -0.551 1.371  0.4673

Charge: +1
Gap between HOMO and LUMO in eV: 10.5885
Multiplicity: 1

---

Entry 2
A 2-piece molecular cluster, C5H14NO2 overall, computed with the ωB97M-V functional and the def2-TZVPD basis.

Each line ends with the Mulliken charge.
Atoms and positions in Å:
O 1.569 0.306 1.413  -0.6105
O 0.108 1.230 -3.474  -0.6079
N -0.525 0.837 -0.262  0.2389
C 1.550 -1.055 0.966  -0.5979
C -0.992 -1.092 1.180  -0.5510
C -1.139 1.897 -0.561  -0.1384
C -1.132 -0.513 -0.197  -0.8180
C 0.349 -1.786 1.503  -0.5518
H -1.110 -0.300 1.939  0.3137
H -2.191 1.878 -0.813  0.2526
H 1.905 0.334 2.325  0.3441
H 0.447 -1.976 2.558  0.3673
H 0.181 0.277 -3.403  0.3106
H 0.012 1.479 -4.400  0.3182
H -1.815 -1.729 1.523  0.3850
H 1.655 -1.067 -0.123  0.2845
H 2.494 -1.530 1.250  0.4249
H -2.180 -0.423 -0.448  0.4486
H -0.697 -1.074 -1.008  0.3368
H -0.566 2.811 -0.651  0.2952
H 0.435 0.884 0.098  0.2079
H 0.288 -2.793 1.117  0.3472

Charge: +1
Gap between HOMO and LUMO in eV: 10.4845
Multiplicity: 1

---

Entry 3
A 2-piece molecular cluster, C5H14NO2 overall, computed with the ωB97M-V functional and the def2-TZVPD basis.

Each line ends with the Mulliken charge.
Atoms and positions in Å:
O -3.353 -0.763 -2.554  -0.5040
O -2.124 -2.534 -1.969  -0.4405
N 0.834 0.930 0.242  -0.1530
C -2.572 -1.272 -1.813  0.4462
C 1.837 -1.135 1.262  -1.0624
C 1.756 0.384 1.319  -0.4552
C 0.813 2.433 0.233  -0.8671
C -2.013 -0.593 -0.596  -0.5299
H -2.855 -0.178 -0.043  0.3406
H 2.273 -1.473 2.199  0.3508
H 1.664 2.798 -0.330  0.3831
H 0.825 -1.535 1.156  0.2926
H -1.449 0.260 -0.975  0.1108
H 1.149 0.614 -0.670  0.3749
H -0.101 0.603 0.482  0.2922
H 1.344 0.724 2.262  0.4114
H 2.736 0.803 1.094  0.3837
H 0.839 2.797 1.257  0.3585
H -0.132 2.760 -0.193  0.3478
H -2.469 -2.805 -2.836  0.3568
H 2.437 -1.540 0.450  0.3547
H -1.441 -1.280 0.022  0.2082

Charge: +1
Gap between HOMO and LUMO in eV: 10.2570
Multiplicity: 1

---

Entry 4
A 2-piece molecular cluster, C5H14NO2 overall, computed with the ωB97M-V functional and the def2-TZVPD basis.

Each line ends with the Mulliken charge.
Atoms and positions in Å:
O -0.759 1.201 -1.093  -0.5134
O -0.451 1.482 2.125  -0.5719
N 1.256 0.241 0.514  0.1414
C -1.601 0.091 -1.504  -0.5918
C 1.324 -0.753 -0.590  -0.6726
C -0.004 -1.597 -0.520  -0.6808
C 2.254 0.470 1.274  -0.0348
C -1.391 -0.970 -0.437  -0.2774
H -1.617 -0.447 0.503  0.2323
H -2.083 -1.865 -0.659  0.3153
H -0.501 2.434 1.992  0.2909
H -0.869 1.270 2.966  0.2703
H 2.220 -1.366 -0.526  0.4190
H -1.113 -0.248 -2.472  0.2594
H 0.129 -2.115 0.452  0.3191
H -2.632 0.489 -1.622  0.4049
H 3.191 -0.056 1.412  0.2817
H 1.190 -0.289 -1.555  0.2879
H -1.245 2.022 -1.200  0.3021
H 0.444 0.842 0.518  0.2178
H 2.123 1.400 1.847  0.2350
H 0.135 -2.236 -1.425  0.3653

Charge: +1
Gap between HOMO and LUMO in eV: 9.8599
Multiplicity: 1

---

Q: What are the energies relative to the best structure? A: entry 1 103.6; entry 2 77.9; entry 3 0.0; entry 4 117.1, in kJ/mol.

---

Entry 1
A 2-piece molecular cluster, C4H8NO3 overall, computed with the ωB97M-V functional and the def2-TZVPD basis.

Each line ends with the Mulliken charge.
Atoms and positions in Å:
O 0.442 0.970 1.382  -0.8254
O 1.302 -1.056 0.915  -0.7876
O -1.688 0.231 -3.016  -0.6992
N -0.541 1.135 -1.348  -0.3202
C -1.189 0.012 -1.914  0.5784
C 1.106 -0.064 1.652  0.7107
C 1.701 -0.023 3.068  -0.9598
C -1.138 -1.227 -1.149  -0.7146
H 0.984 -0.621 3.658  0.1632
H -2.006 -1.371 -0.526  0.2239
H -1.143 -2.167 -1.700  0.3090
H -0.218 -1.223 -0.543  0.1794
H 1.726 1.002 3.409  0.2907
H 2.720 -0.385 3.276  0.3007
H -0.807 1.987 -1.807  0.1996
H -0.241 1.116 -0.358  0.3511

Charge: -1
Gap between HOMO and LUMO in eV: 8.8176
Multiplicity: 1

---

Entry 2
A 2-piece molecular cluster, C4H8NO3 overall, computed with the ωB97M-V functional and the def2-TZVPD basis.

Each line ends with the Mulliken charge.
Atoms and positions in Å:
O 0.927 -2.873 2.047  -0.7288
O 0.548 3.727 -2.258  -0.6272
O -1.259 -3.432 2.238  -0.7266
N 1.355 1.625 -2.213  -0.3627
C -0.301 -2.689 1.930  0.4546
C -0.717 -1.330 1.280  -0.5793
C -0.732 2.124 -1.048  -0.9298
C 0.423 2.570 -1.898  0.6283
H 1.251 0.632 -2.091  0.2032
H -1.088 1.131 -1.324  0.3210
H -1.450 2.922 -1.093  0.2961
H -1.690 -1.375 0.785  0.2869
H 2.234 1.955 -2.572  0.2145
H -0.362 1.896 -0.054  0.2580
H 0.008 -1.077 0.516  0.0896
H -0.681 -0.545 2.042  0.2021

Charge: -1
Gap between HOMO and LUMO in eV: 6.9830
Multiplicity: 1

---

Q: What are the energies relative to the best structure? A: entry 1 0.0; entry 2 48.7, in kJ/mol.

---

Entry 1
A 2-piece molecular cluster, C4H8NO3 overall, computed with the ωB97M-V functional and the def2-TZVPD basis.

Each line ends with the Mulliken charge.
Atoms and positions in Å:
O -0.344 1.503 1.289  -0.8091
O -2.660 -1.465 -2.166  -0.6553
O 0.091 0.241 3.055  -0.6881
N -1.718 0.168 -0.928  -0.2423
C 2.008 1.130 2.049  -0.7041
C -1.655 -0.934 -1.767  0.6673
C -0.356 -1.418 -2.075  -0.8560
C 0.466 1.050 2.182  0.5534
H -2.515 0.729 -0.876  0.1710
H -0.089 -0.757 -2.882  0.2225
H -0.778 0.527 -0.579  0.1569
H 2.391 0.670 1.050  0.1737
H -0.101 -2.522 -2.262  0.2834
H 2.456 0.352 2.751  0.2486
H 2.445 2.101 2.374  0.2179
H 0.359 -1.375 -1.214  0.2601

Charge: -1
Gap between HOMO and LUMO in eV: 7.5991
Multiplicity: 1

---

Entry 2
A 2-piece molecular cluster, C4H8NO3 overall, computed with the ωB97M-V functional and the def2-TZVPD basis.

Each line ends with the Mulliken charge.
Atoms and positions in Å:
O -0.715 -1.747 0.562  -0.7011
O 1.347 -0.887 0.901  -0.8483
O -0.402 2.200 -2.597  -0.7340
N 0.758 0.761 -1.331  -0.2148
C -1.356 1.667 -0.495  -0.8748
C 0.266 -1.418 1.249  0.6831
C -0.302 1.519 -1.563  0.6206
C 0.256 -1.855 2.755  -0.9204
H -0.882 1.881 0.462  0.2580
H -0.632 -2.425 3.017  0.2581
H 1.181 -2.420 2.760  0.2560
H 0.313 -0.971 3.392  0.2224
H 1.511 0.753 -1.996  0.1884
H 0.865 0.168 -0.497  0.2635
H -2.070 2.392 -0.882  0.2937
H -1.879 0.729 -0.312  0.2497

Charge: -1
Gap between HOMO and LUMO in eV: 8.6528
Multiplicity: 1

---

Q: What are the energies relative to the best structure? A: entry 1 146.0; entry 2 0.0, in kJ/mol.

---

Entry 1
An isolated ion of composition C4H8NO3 and charge -1, computed with the ωB97M-V functional and the def2-TZVPD basis.

Each line ends with the Mulliken charge.
Atoms and positions in Å:
O 1.199 -2.216 -1.299  -0.7400
O -2.046 0.425 0.011  -0.5777
O 2.203 -0.842 0.181  -0.7227
N 0.557 1.305 -1.001  -0.5953
C 1.340 -1.144 -0.674  0.2945
C 0.197 -0.099 -0.881  -0.0352
C -0.820 -0.366 0.260  0.1064
C -0.379 0.074 1.622  -1.2464
H -2.098 0.662 -0.922  0.3183
H -1.166 -1.372 0.034  0.3428
H 0.578 1.747 -0.093  0.2468
H -0.395 -0.384 -1.759  0.3591
H -0.139 1.138 1.565  0.2839
H -1.078 0.010 2.463  0.3539
H 0.575 -0.391 1.892  0.3227
H 1.472 1.453 -1.398  0.2890

Charge: -1
Gap between HOMO and LUMO in eV: 8.0237
Multiplicity: 1

---

Entry 2
An isolated ion of composition C4H8NO3 and charge -1, computed with the ωB97M-V functional and the def2-TZVPD basis.

Each line ends with the Mulliken charge.
Atoms and positions in Å:
O -2.618 0.227 -0.817  -0.5420
O 2.537 -0.338 0.665  -0.8095
O -0.922 -1.780 1.413  -0.5559
N 0.876 0.591 -0.727  -0.4401
C 1.874 0.728 0.481  -0.4687
C 0.032 -1.410 0.736  -0.0522
C -1.472 0.622 -0.185  -0.3474
C -0.269 -0.395 -0.485  -0.1476
H 1.177 0.963 1.375  0.2314
H -0.715 -0.995 -1.433  0.3760
H -1.503 0.671 0.929  0.2014
H 1.405 0.234 -1.502  0.2187
H 2.376 1.741 0.237  0.2703
H 1.041 -1.787 0.918  0.4552
H -1.221 1.663 -0.633  0.2960
H -2.597 -0.736 -0.971  0.3143

Charge: -1
Gap between HOMO and LUMO in eV: 6.8671
Multiplicity: 1

---

Q: What are the energies relative to the best structure? A: entry 1 0.0; entry 2 324.7, in kJ/mol.

---

Entry 1
An isolated molecule of C2H2O3S, computed with the ωB97M-V functional and the def2-TZVPD basis.

Each line ends with the Mulliken charge.
Atoms and positions in Å:
S 1.776 -0.427 0.048  -0.2137
O 0.191 1.644 -0.084  -0.4771
O -2.138 0.355 0.118  -0.4418
O -1.033 -1.546 -0.084  -0.4626
C -1.016 -0.356 -0.015  0.3281
C 0.372 0.345 -0.058  0.5348
H 1.089 2.026 0.077  0.3641
H -1.806 1.235 -0.015  0.3683

Gap between HOMO and LUMO in eV: 8.9517
Multiplicity: 1

---

Entry 2
A 2-piece molecular cluster, C2H2O3S overall, computed with the ωB97M-V functional and the def2-TZVPD basis.

Each line ends with the Mulliken charge.
Atoms and positions in Å:
S -4.331 0.192 0.223  0.7712
O -3.515 -0.827 0.791  -0.4113
O -2.111 1.268 -0.437  -0.3688
O -5.065 -0.134 -0.943  -0.3907
C 0.265 0.648 0.551  -0.7846
C -1.157 0.877 0.069  0.6656
H 0.503 1.082 1.478  0.2851
H 0.714 -0.138 -0.062  0.2336

Gap between HOMO and LUMO in eV: 8.5403
Multiplicity: 1

---

Q: What are the energies relative to the best structure? A: entry 1 0.0; entry 2 205.8, in kJ/mol.

---

Entry 1
An isolated molecule of C2H2O3S, computed with the ωB97M-V functional and the def2-TZVPD basis.

Each line ends with the Mulliken charge.
Atoms and positions in Å:
S -1.377 -0.583 -0.415  0.5271
O -1.246 1.052 -0.158  -0.1696
O 0.034 1.591 0.142  -0.1764
O -1.852 -1.402 0.692  -0.4950
C 0.989 0.649 -0.021  -0.0337
C 0.447 -0.653 -0.262  -0.4484
H 1.049 -1.518 -0.178  0.3694
H 1.954 0.864 0.200  0.4266

Gap between HOMO and LUMO in eV: 10.0243
Multiplicity: 1

---

Entry 2
An isolated molecule of C2H2O3S, computed with the ωB97M-V functional and the def2-TZVPD basis.

Each line ends with the Mulliken charge.
Atoms and positions in Å:
S -3.074 0.097 -0.343  0.7308
O -3.401 -0.035 1.025  -0.3765
O -1.915 -1.321 -0.542  -0.4594
O -1.831 1.228 -0.552  -0.4323
C -0.753 -1.287 -0.050  0.5063
C 0.231 -0.769 0.473  -0.6530
H -1.113 0.931 0.142  0.3340
H 1.155 -0.460 0.840  0.3500

Gap between HOMO and LUMO in eV: 9.3740
Multiplicity: 1

---

Entry 3
A 2-piece molecular cluster, C2H2O3S overall, computed with the ωB97M-V functional and the def2-TZVPD basis.

Each line ends with the Mulliken charge.
Atoms and positions in Å:
S 2.610 -0.150 0.181  0.7748
O 0.381 0.906 0.825  -0.4331
O 2.494 0.092 -1.234  -0.3952
O 2.197 -1.447 0.653  -0.3982
C -0.707 0.538 0.485  0.6824
C -2.010 0.066 -0.083  -0.6956
H -2.757 -0.774 0.105  0.2826
H -2.207 0.770 -0.933  0.1823

Gap between HOMO and LUMO in eV: 8.7461
Multiplicity: 1

---

Q: What are the energies relative to the best structure? A: entry 1 208.2; entry 2 94.6; entry 3 0.0, in kJ/mol.